Run a
Density functional theory data (the ωB97M-V functional and the def2-TZVPD basis) for a 2-piece molecular cluster, C2H3N2O2 overall.

Each atom is followed by the atoms it is bonded to, with distances in Å.
Element x y z (Å)
1 C -3.05 0.45 0.58  N3 1.166, O5 1.235
2 C -0.24 0.09 -0.82  O6 1.595, H7 1.096, H8 1.125, H9 1.101
3 N -2.59 1.47 0.91  C1 1.166
4 N -1.70 -1.73 -0.29  O6 1.214
5 O -3.47 -0.67 0.28  C1 1.235
6 O -1.19 -1.13 -1.21  C2 1.595, N4 1.214
7 H 0.76 -0.38 -0.85  C2 1.096
8 H -0.63 0.42 0.18  C2 1.125
9 H -0.44 0.81 -1.63  C2 1.101

- LUMO energy (spin up / spin down) (Eh) = 0.153 / 0.153
- HOMO level (spin up / spin down) (eV) = -3.11 / -3.11
- net charge = -1


Run b
Density functional theory data (the ωB97M-V functional and the def2-TZVPD basis) for a 2-piece molecular cluster, C2H3N2O2 overall.

Each atom is followed by the atoms it is bonded to, with distances in Å.
Element x y z (Å)
1 C 0.68 1.46 1.40  N3 1.160, N4 1.320
2 C 0.06 -1.49 -0.79  O6 1.201, H7 1.123, H9 1.231
3 N 1.63 1.60 2.05  C1 1.160
4 N -0.44 0.97 0.90  C1 1.320, O5 1.476
5 O -0.50 1.04 -0.58  N4 1.476, H8 1.044
6 O -0.60 -1.46 0.21  C2 1.201
7 H 1.18 -1.45 -0.70  C2 1.123
8 H -1.53 0.84 -0.59  O5 1.044
9 H -0.48 -1.51 -1.89  C2 1.231

- LUMO energy (Eh) = 0.147
- HOMO level (eV) = -2.33
- net charge = -1


Run c
Density functional theory data (the ωB97M-V functional and the def2-TZVPD basis) for a 2-piece molecular cluster, C2H3N2O2 overall.

Each atom is followed by the atoms it is bonded to, with distances in Å.
Element x y z (Å)
1 C -0.81 1.65 -0.90  C2 1.194, H8 1.051
2 C -0.32 0.88 -0.14  C1 1.194, H9 1.056
3 N 1.12 -1.83 1.62  N4 1.276, H7 1.025
4 N 2.26 -1.71 1.05  N3 1.276, O5 1.245, O6 1.258
5 O 3.05 -0.85 1.47  N4 1.245
6 O 2.58 -2.44 0.08  N4 1.258
7 H 0.60 -2.58 1.15  N3 1.025
8 H -1.26 2.34 -1.56  C1 1.051
9 H 0.14 0.19 0.52  C2 1.056

- LUMO energy (Eh) = 0.138
- HOMO level (eV) = -4.17
- net charge = -1


Run d
Density functional theory data (the ωB97M-V functional and the def2-TZVPD basis) for a 2-piece molecular cluster, C2H3N2O2 overall.

Each atom is followed by the atoms it is bonded to, with distances in Å.
Element x y z (Å)
1 C 0.49 -0.47 -0.10  C2 1.440, N3 1.284, H7 1.099
2 C 0.78 -0.67 1.29  C1 1.440, O6 1.236, H8 1.235
3 N -0.69 -0.34 -0.59  C1 1.284, H9 1.086
4 N -1.33 1.86 -0.49  O5 1.242
5 O -2.04 2.35 -1.38  N4 1.242
6 O 0.17 -0.58 2.37  C2 1.236
7 H 1.26 -0.78 -0.83  C1 1.099
8 H 1.98 -0.94 1.40  C2 1.235
9 H -0.63 -0.44 -1.67  N3 1.086

- LUMO energy (spin up / spin down) (Eh) = 0.166 / 0.155
- HOMO level (spin up / spin down) (eV) = -1.57 / -3.87
- net charge = -1


Stability, lowest: run c